Record 1
Molecular formula: C30H45F5P2RuS
Method: DFT, ωB97M-V with the def2-TZVPD basis set

Last column: Löwdin spin population.
Geometry (Å):
Ru1 0.42865 0.15693 0.63278  2.91
C1 -1.46147 -1.87262 0.30176  0.26
C2 -0.91678 -2.18432 -0.96324  0.18
C3 0.88892 -1.94223 0.47900  0.10
C4 -0.36300 -1.72733 1.24469  0.08
C5 0.49123 -2.25760 -0.87245  0.26
C6 -2.90333 -1.85428 0.65255  0.03
H1 -3.47070 -1.34706 -0.14050  0.00
H2 -3.06277 -1.32604 1.60260  0.00
H3 -3.34836 -2.85943 0.76532  0.01
C7 -0.43119 -2.05841 2.69175  0.01
H4 -1.44961 -1.94247 3.06667  0.00
H5 0.25407 -1.41280 3.24955  0.00
H6 -0.12781 -3.10397 2.85783  0.00
C8 2.16106 -2.37058 1.11692  0.02
H7 2.20661 -3.46844 1.21006  0.01
H8 2.23677 -1.93105 2.11867  0.00
H9 3.02000 -2.03610 0.51827  0.00
C9 1.37325 -2.81922 -1.91784  0.04
H10 1.30097 -3.91803 -1.94998  0.02
H11 2.42053 -2.56477 -1.72802  0.00
H12 1.08548 -2.44231 -2.90859  0.00
C10 -1.70148 -2.56754 -2.15595  0.02
H13 -2.10737 -3.58556 -2.07572  0.01
H14 -1.06657 -2.55007 -3.04441  0.00
H15 -2.54070 -1.87906 -2.30120  0.00
C11 -1.48014 1.98478 -2.66545  0.01
C12 -2.30830 0.93774 -2.69934  0.00
C13 -2.96185 0.46401 -3.96187  0.00
C14 -2.07758 -0.26542 -5.01575  0.00
C15 -0.59893 -0.40672 -4.75259  0.00
C16 0.21417 0.65502 -4.72430  0.00
C17 -0.28465 2.05138 -4.99106  0.00
C18 -1.12660 2.76888 -3.89541  0.00
H16 -3.44223 1.30522 -4.48794  0.00
H17 -2.23566 0.26416 -5.96645  0.00
H18 -3.77710 -0.21969 -3.68128  0.00
H19 -2.03842 3.13380 -4.39505  0.00
H20 -1.07684 2.34645 -1.71661  0.00
H21 -2.59085 0.41864 -1.78115  0.00
H22 -0.57679 3.66708 -3.58134  0.00
H23 0.59168 2.68212 -5.18246  0.00
H24 1.29781 0.54245 -4.64042  0.00
H25 -0.88713 2.06961 -5.91114  0.00
H26 -2.49195 -1.27296 -5.14722  0.00
H27 -0.21342 -1.42839 -4.73510  0.00
P1 -1.38102 1.48552 1.45486  0.12
C19 -1.89838 1.00304 3.14888  0.01
H28 -2.47194 1.81930 3.60403  0.00
H29 -1.03327 0.79630 3.78684  0.00
H30 -2.53993 0.11594 3.11889  0.00
C20 -0.83210 3.22980 1.59510  0.04
H31 -1.50820 3.77936 2.26031  0.01
H32 -0.86435 3.69571 0.60297  0.00
H33 0.18572 3.29444 1.99485  0.00
C21 -3.01669 1.68900 0.65596  0.02
H34 -2.91393 2.20579 -0.30379  0.00
H35 -3.68683 2.28102 1.29389  0.00
H36 -3.49758 0.72073 0.48436  0.00
P2 2.26366 1.14919 -0.46803  0.13
C22 2.94963 0.14159 -1.82860  0.01
H37 3.60997 0.75732 -2.45378  0.00
H38 2.13174 -0.23885 -2.45373  0.00
H39 3.52837 -0.70342 -1.44156  0.00
C23 1.88591 2.69487 -1.36914  0.04
H40 1.54804 2.44624 -2.38408  0.00
H41 2.78451 3.31688 -1.45743  0.01
H42 1.10302 3.26183 -0.85180  0.00
C24 3.73353 1.56502 0.55168  0.02
H43 4.55803 1.92049 -0.07538  0.00
H44 4.07392 0.67455 1.08465  0.00
H45 3.49722 2.33707 1.29303  0.00
F1 3.97658 -1.70149 7.30125  0.01
C25 3.37793 -1.18373 6.21382  0.02
C26 2.13688 -0.55616 6.30944  0.00
F2 1.50582 -0.50837 7.49720  0.00
C27 1.58554 0.08412 5.20942  0.03
F3 0.39413 0.72712 5.37359  0.01
C28 2.22104 0.11071 3.94156  0.07
S1 1.50827 0.96959 2.57444  0.41
C29 3.47634 -0.52961 3.89102  0.03
F4 4.20399 -0.53762 2.73193  0.01
C30 4.04434 -1.17485 4.98173  0.00
F5 5.25723 -1.73511 4.87257  0.00

Results
- largest force on an atom (eV/A) = 2.219
- ⟨S²⟩ = 8.7857
- charge = +1
- gap between HOMO and LUMO (alpha / beta) (eV) = 7.7071 / 6.4907
- 2S+1 = 6
- LUMO level (alpha / beta) (eV) = -1.84 / -4.68

Record 2
Molecular formula: C4H38NO15S
Method: DFT, ωB97M-V with the def2-TZVPD basis set

Last column: natural (NBO) charge in e.
Geometry (Å):
C1 3.05308 0.36755 -0.08551  -0.66
C2 1.49976 0.20829 -0.01882  -0.09
C3 0.91343 0.00051 -1.52071  -0.47
S1 1.86495 -1.39593 -2.40078  -0.14
N1 0.90575 1.38358 0.57958  -0.73
C4 0.71269 1.36307 2.05860  0.10
O1 -0.31713 0.47241 2.35685  -0.97
H1 3.34160 0.21788 -1.01679  0.21
H2 3.39535 1.18918 0.56997  0.21
H3 3.49599 -0.56496 0.48382  0.24
H4 1.33843 -0.67799 0.60461  0.18
H5 -0.06360 -0.57173 -1.63808  0.22
H6 0.79227 0.92265 -1.99437  0.22
H7 2.81714 -0.72614 -3.03566  0.15
H8 -0.18153 1.49868 0.18824  0.40
H9 1.70611 1.25556 2.47754  0.15
H10 0.15771 2.38677 2.21659  0.16
H11 2.43333 -2.22603 1.72724  0.48
H12 3.43741 -2.27373 2.73396  0.48
O2 3.30115 -2.52119 1.83728  -0.97
H13 0.06653 -2.06177 1.42637  0.46
H14 0.37306 -1.08907 2.52264  0.50
O3 0.60097 -1.95684 2.26619  -0.99
H15 3.04281 2.33032 -2.63852  0.46
H16 2.20934 2.65930 -3.58314  0.48
O4 2.97458 1.99705 -3.50641  -0.95
H17 -0.75420 -4.72755 -1.38435  0.48
H18 0.07923 -3.76416 -2.21113  0.47
O5 -0.76671 -4.03972 -2.04376  -0.94
H19 -0.48832 3.58639 -0.70494  0.47
H20 -1.76314 4.12484 -1.09665  0.48
O6 -1.18118 4.21129 -0.39188  -0.97
H21 -2.14518 0.19557 4.82739  0.46
H22 -1.78858 -0.05322 3.39561  0.51
O7 -2.39454 -0.27180 4.09600  -0.97
H23 2.01127 -3.84892 0.86284  0.47
H24 1.52147 -3.74970 -0.45642  0.45
O8 1.82857 -4.42187 0.21847  -0.92
H25 -1.12915 -0.81237 0.04505  0.46
H26 -1.07416 0.27553 1.17188  0.51
O9 -1.65119 0.07334 0.24676  -1.08
H27 -2.91446 1.15102 -1.62257  0.51
H28 -4.31528 1.71854 -2.15521  0.49
O10 -3.46450 1.31287 -2.39565  -0.96
H29 1.13383 -1.56239 4.34092  0.49
H30 1.25368 -3.16383 3.88534  0.50
O11 1.77731 -2.36781 4.21537  -0.98
H31 -3.39632 0.18868 2.39453  0.49
H32 -3.27220 0.38601 0.83970  0.50
O12 -3.88136 0.44815 1.58625  -1.01
H33 -4.44316 -1.04873 -0.59974  0.46
H34 -5.31544 -0.30279 0.36384  0.50
O13 -5.30402 -0.78868 -0.45669  -0.97
H35 1.92602 4.47563 -1.71230  0.49
H36 1.99886 3.00367 -1.09772  0.50
O14 1.54759 3.52529 -1.84318  -0.99
H37 -1.74051 3.90328 -3.45903  0.47
H38 -2.70277 2.84934 -2.87567  0.50
O15 -2.35662 3.81746 -2.69082  -0.99

Results
- largest force on an atom (eV/A) = 6.769
- ΔE to the lowest compared entry with this formula, charge and spin (kJ/mol) = 410.96
- charge = -1
- gap between HOMO and LUMO (eV) = 8.2709
- LUMO level (eV) = 2.19

Record 3
Molecular formula: C24H23OPbSe
Method: DFT, ωB97M-V with the def2-TZVPD basis set

Last column: natural (NBO) charge in e.
Geometry (Å):
C1 0.21333 -1.93793 2.36832  -0.30
C2 -1.13529 -2.17252 1.87855  -0.33
C3 -1.04524 -2.54087 0.46829  -0.42
H1 -2.10237 -2.03461 2.40400  0.26
C4 0.37967 -2.53073 0.10351  -0.41
C5 1.15264 -2.14613 1.28366  -0.36
H2 2.25523 -2.01476 1.34908  0.23
H3 0.50473 -1.58805 3.38923  0.28
H4 -1.91059 -2.71480 -0.20206  0.22
H5 0.77462 -2.69689 -0.91833  0.22
C6 -1.22596 1.98855 1.01992  -0.41
C7 -0.85193 1.49532 2.33502  -0.32
C8 0.58650 1.31698 2.38016  -0.32
H6 -1.60404 1.23382 3.13039  0.28
C9 1.13992 1.72216 1.10278  -0.35
C10 0.01910 2.15042 0.25202  -0.43
H7 0.07435 2.42078 -0.82202  0.22
H8 -2.26349 2.15560 0.65760  0.23
H9 1.14500 0.90919 3.25252  0.25
H10 2.20985 1.67580 0.82075  0.23
Pb1 -0.34555 -0.22222 0.45051  1.11
O1 -0.53522 -0.37740 -3.21062  -0.48
C11 -1.65168 -1.12663 -3.69182  -0.10
C12 -0.33180 -1.15600 -4.42442  0.03
H11 -1.90817 -2.03943 -3.10224  0.19
H12 -2.49205 -0.55565 -4.16782  0.19
H13 0.28535 -2.06816 -4.32433  0.20
H14 0.58223 -2.17171 -6.75256  0.21
C13 0.32618 -1.11295 -6.85707  -0.21
C14 -0.16469 -0.42242 -5.72619  -0.04
C15 -0.50477 0.93736 -5.81976  -0.22
H15 -0.85920 1.48393 -4.93159  0.24
C16 -0.34602 1.60297 -7.04170  -0.19
H16 -0.59645 2.66612 -7.11318  0.21
C17 0.13316 0.91903 -8.16978  -0.23
H17 0.25301 1.43931 -9.12590  0.21
C18 0.46839 -0.43880 -8.07562  -0.21
H18 0.84647 -0.98792 -8.93778  0.21
Se1 -1.46927 -0.63215 4.38665  -0.45
C19 -0.13811 0.15876 5.39093  -0.21
C20 -0.38545 1.46552 5.83588  -0.20
C21 0.52034 2.07319 6.70831  -0.23
C22 1.67995 1.39255 7.13521  -0.30
C23 1.90749 0.08144 6.66619  -0.21
C24 1.00477 -0.53649 5.79097  -0.29
H19 -1.27923 1.99581 5.51966  0.21
H20 0.32859 3.08592 7.06963  0.19
H21 2.38228 1.86552 7.81942  0.19
H22 2.79611 -0.45888 6.99232  0.19
H23 1.17735 -1.55195 5.45335  0.21

Results
- largest force on an atom (eV/A) = 2.469
- ΔE to the lowest compared entry with this formula, charge and spin (kJ/mol) = 92.27
- charge = -1
- gap between HOMO and LUMO (eV) = 4.8799
- LUMO level (eV) = 2.21

Record 4
Molecular formula: C5H12NO2
Method: DFT, ωB97M-V with the def2-TZVPD basis set

Last column: natural (NBO) charge in e.
Geometry (Å):
C1 1.32429 -1.73897 0.52607  0.04
O1 2.35892 -2.31475 1.14900  -0.94
C2 1.07365 -0.24893 0.90885  -0.44
C3 -0.29708 0.23568 0.44389  -0.44
C4 -0.66560 1.59426 1.07175  -0.24
C5 -1.72308 2.39942 -0.89927  -0.09
N1 -1.45650 2.55361 0.31355  -0.39
H1 1.46300 -1.74716 -0.60169  0.02
H2 0.36360 -2.25531 0.76263  0.06
H3 1.92040 0.35776 0.55778  0.18
H4 1.15865 -0.24858 2.00192  0.19
H5 -1.00799 -0.47222 0.85715  0.20
H6 -0.32827 0.28691 -0.63537  0.20
H7 0.24721 2.13151 1.34711  0.20
H8 -1.21762 1.46167 2.00709  0.19
H9 -2.28303 3.19000 -1.40193  0.15
H10 -1.45648 1.52604 -1.49868  0.15
H11 0.84205 -1.98171 -1.96968  0.47
H12 -0.50021 -2.63098 -2.25092  0.46
O2 0.18408 -2.09827 -2.68926  -0.97

Results
- largest force on an atom (eV/A) = 1.484
- ΔE to the lowest compared entry with this formula, charge and spin (kJ/mol) = 345.49
- charge = -1
- gap between HOMO and LUMO (eV) = 6.1215
- LUMO level (eV) = 3.51

Record 5
Molecular formula: C35H32N2O3
Method: DFT, ωB97M-V with the def2-TZVPD basis set

Last column: Mulliken charge in e.
Geometry (Å):
C1 3.78071 2.41050 3.25056  -0.16
C2 4.21767 1.38133 2.43005  -0.69
C3 3.35312 0.33558 2.09087  -0.64
C4 1.97817 0.42201 2.39828  0.12
C5 1.00247 -0.39256 1.58510  0.11
C6 1.38282 -1.86216 1.52417  -0.18
C7 0.30264 -2.91295 1.80135  0.74
C8 0.34824 -4.08009 1.01646  -0.52
C9 -0.66556 -5.03837 1.06744  -0.49
C10 -1.66404 -4.93566 2.04945  -0.55
C11 -1.67669 -3.83039 2.90507  -0.73
C12 -0.69616 -2.82058 2.78619  0.14
O1 2.49172 -2.26851 1.09631  -0.70
C13 1.53909 1.48191 3.24875  -0.21
C14 2.46804 2.42267 3.72406  -0.85
H1 4.46203 3.21314 3.52357  0.40
H2 5.19878 1.41570 1.96788  0.34
H3 3.67248 -0.48510 1.45129  0.48
H4 -0.00459 -0.17719 1.92986  0.59
H5 1.13659 -4.16625 0.26645  0.37
H6 -0.67204 -5.87335 0.36521  0.42
H7 -2.41086 -5.73673 2.14952  0.36
H8 -2.44836 -3.74325 3.67649  0.37
H9 -0.74125 -1.91801 3.39782  0.43
H10 0.45469 1.61618 3.42999  0.31
H11 2.11151 3.23458 4.36909  0.35
C15 5.02556 5.39264 0.94316  -1.04
O2 4.32179 4.12788 0.76893  -0.26
C16 3.02934 4.15407 0.31960  0.39
C17 2.51527 2.90948 -0.13138  -0.16
C18 1.15401 2.71473 -0.07491  0.43
C19 0.30875 3.82357 0.19238  -0.20
C20 0.79447 5.09853 0.47885  -1.15
C21 2.17892 5.29191 0.47844  -0.61
N1 -1.01380 3.37736 0.15754  0.13
C22 -2.19125 4.21981 0.23452  -1.05
C23 -1.02756 2.04591 -0.14634  -0.76
C24 0.28686 1.56535 -0.19162  0.18
C25 0.70149 0.17369 -0.16059  -0.12
C26 -0.22573 -0.81944 -0.71919  0.18
C27 -1.47865 -1.06359 -0.17423  -0.82
N2 -2.05329 -2.13249 -0.81296  0.33
C28 -3.32158 -2.74844 -0.45907  -0.92
C29 -1.21727 -2.55489 -1.84946  -0.31
C30 -0.04489 -1.74205 -1.82927  0.57
C31 0.92256 -1.92762 -2.79324  0.38
C32 0.70401 -2.90244 -3.80439  0.23
O3 1.43727 -3.02110 -4.93203  -0.46
C33 2.48210 -2.07767 -5.20479  -0.74
C34 -0.42492 -3.78682 -3.73907  -1.03
C35 -1.40208 -3.58475 -2.77501  -1.06
H12 6.05647 5.09917 1.02968  0.27
H13 4.86906 6.04728 0.07574  0.39
H14 4.68032 5.88305 1.86052  0.36
H15 3.16606 2.07787 -0.36460  0.53
H16 0.13239 5.94791 0.63671  0.21
H17 2.63169 6.28952 0.60902  0.37
H18 -1.88534 5.21980 0.54189  0.33
H19 -2.66152 4.28297 -0.75137  0.33
H20 -2.93060 3.82853 0.93938  0.32
H21 -1.93855 1.47469 -0.19204  0.82
H22 1.76306 -0.02735 -0.37263  0.80
H23 -1.96600 -0.53411 0.64802  0.53
H24 -3.60666 -3.44557 -1.25890  0.28
H25 -3.24588 -3.28625 0.49858  0.26
H26 -4.06089 -1.94237 -0.35557  0.32
H27 1.82189 -1.31034 -2.78839  0.46
H28 2.87912 -2.38692 -6.16684  0.24
H29 2.09846 -1.04351 -5.27003  0.31
H30 3.27192 -2.12903 -4.43536  0.29
H31 -0.54528 -4.53940 -4.52280  0.43
H32 -2.32125 -4.17326 -2.75541  0.24

Results
- largest force on an atom (eV/A) = 3.436
- charge = 0
- gap between HOMO and LUMO (eV) = 7.5228
- SMILES string = COc1ccc2c(c1)c(C(c1cn(C)c3ccc(OC)cc13)[C@@H](C(=O)c1ccccc1)c1ccccc1)cn2C
- LUMO level (eV) = 0.33

Record 6
Molecular formula: C25H20FFeINO5PS
Method: DFT, ωB97M-V with the def2-TZVPD basis set

Last column: natural (NBO) charge in e.
Geometry (Å):
Fe1 6.65773 -16.75040 -5.46830  1.41
O1 6.93579 -15.06684 -1.67258  -0.95
S1 6.21695 -16.14498 -2.32347  2.37
O2 6.66795 -17.53253 -2.17659  -0.96
O3 5.99037 -15.82437 -3.85389  -1.09
C1 4.52443 -16.03903 -1.66666  -0.27
C2 4.00632 -16.97395 -0.66497  -0.19
C3 2.68688 -16.76729 -0.20958  -0.23
C4 1.86817 -15.76283 -0.75105  -0.23
C5 2.41271 -14.89936 -1.76369  -0.19
C6 3.73121 -15.01888 -2.20231  -0.33
P1 4.41436 -14.13374 -3.61415  0.98
C7 4.90751 -12.54908 -3.01834  -0.36
C8 4.13081 -11.86436 -2.10633  -0.18
C9 4.56493 -10.60297 -1.61721  -0.24
C10 5.70878 -9.99880 -2.06259  -0.22
C11 6.57286 -10.79734 -2.91983  -0.21
C12 6.17425 -12.04901 -3.39491  -0.17
C13 2.92819 -14.10024 -4.59281  -0.32
C14 2.31672 -15.28341 -5.13254  -0.20
C15 1.06833 -15.21687 -5.72439  -0.20
C16 0.50267 -14.01760 -6.03178  -0.26
C17 1.09257 -12.84141 -5.65339  -0.22
C18 2.30919 -12.84999 -4.92144  -0.23
H1 4.72252 -17.69285 -0.30354  0.24
H2 2.27528 -17.48339 0.55611  0.20
H3 0.79991 -15.69182 -0.46737  0.20
H4 1.81568 -14.19347 -2.27245  0.22
H5 3.20600 -12.24751 -1.66656  0.21
H6 4.07927 -10.23046 -0.72609  0.19
H7 6.01862 -9.03323 -1.68033  0.20
H8 7.54367 -10.36809 -3.16002  0.21
H9 6.84613 -12.69679 -3.93624  0.27
H10 2.74824 -16.23079 -4.85484  0.23
H11 0.57793 -16.13905 -6.02068  0.21
H12 -0.44670 -13.97073 -6.62505  0.19
H13 0.73522 -11.87489 -5.87226  0.19
H14 2.74480 -11.90492 -4.64965  0.21
F1 12.68814 -16.10945 -2.98662  -0.36
C19 11.63771 -16.90009 -3.35371  0.33
C20 10.72217 -17.45034 -2.43948  -0.30
C21 9.53490 -18.06210 -2.91930  -0.24
C22 9.18851 -18.00904 -4.23097  -0.02
C23 7.90588 -18.43557 -4.84358  -0.97
C24 10.11740 -17.44637 -5.14386  -0.18
C25 11.36083 -16.99274 -4.76888  -0.29
H15 10.99496 -17.50212 -1.39276  0.20
H16 8.81871 -18.56453 -2.25873  0.22
H17 7.26797 -19.11392 -4.29625  0.20
H18 8.04924 -18.86934 -5.85632  0.19
H19 9.83511 -17.36122 -6.15534  0.21
H20 12.10393 -16.56544 -5.45371  0.20
O4 3.74483 -17.59223 -7.19169  -0.43
N1 4.76942 -17.26512 -7.76351  0.31
O5 6.00102 -17.50872 -7.19872  -0.73
I1 7.99443 -14.50055 -6.34861  -0.82

Results
- largest force on an atom (eV/A) = 4.614
- ΔE to the lowest compared entry with this formula, charge and spin (kJ/mol) = 95.59
- ⟨S²⟩ = 6.0130
- charge = -2
- gap between HOMO and LUMO (alpha / beta) (eV) = 5.1605 / 5.7368
- 2S+1 = 5
- LUMO level (alpha / beta) (eV) = 4.37 / 4.37